# 1
Formula: C4H6NO2S
Source: OMol25
Level of theory: ωB97M-V/def2-TZVPD

Each line ends with the Mulliken charge.
Cartesian coordinates (Å):
C: 2.073 2.411 -0.579  0.614
C: -0.195 -1.028 0.889  -0.320
C: -0.913 0.207 0.743  -0.493
C: -0.596 -1.525 -0.480  -0.501
N: -1.299 -0.113 -0.699  -0.335
O: 1.413 3.355 -0.480  -0.332
O: 2.839 1.527 -0.671  -0.360
S: -0.560 0.659 -1.971  -0.683
H: 0.870 -0.891 0.889  0.099
H: -0.476 -1.698 1.797  0.233
H: -1.786 0.124 1.248  0.346
H: -0.294 1.034 0.982  0.201
H: 0.252 -1.713 -1.134  0.290
H: -1.328 -2.350 -0.534  0.240

Strongest force on any atom   4.7 eV Å⁻¹
Charge   -1
Kohn-Sham gap   5.1 eV
Energy above the lowest of the compared OMol25 structures with the same formula, charge and spin   53.1 kcal per mole
Spin multiplicity   1

# 2
Formula: C4H6NOP
Source: OMol25
Level of theory: ωB97M-V/def2-TZVPD

Each line ends with the Mulliken charge.
Cartesian coordinates (Å):
O: 1.619 -2.275 -1.118  -0.558
N: 0.987 -1.332 -0.590  0.324
P: 2.039 0.210 -0.020  0.063
C: 0.676 1.244 0.654  -0.775
C: -0.623 1.071 -0.107  -0.631
C: -1.141 -0.394 -0.069  -0.246
C: -0.335 -1.418 -0.257  -0.236
H: 0.973 2.293 0.709  0.370
H: 0.492 0.971 1.629  0.418
H: -0.339 1.253 -1.114  0.361
H: -1.433 1.645 0.438  0.266
H: -2.113 -0.879 0.196  0.268
H: -0.801 -2.391 -0.350  0.376

SMILES   [O-][N+]1=PCCC=C1
Strongest force on any atom   4.5 eV Å⁻¹
Kohn-Sham gap (spin up / spin down)   7.0 / 8.2 eV
Energy above the lowest of the compared OMol25 structures with the same formula, charge and spin   74.3 kcal per mole
Spin multiplicity   1